99
Properties=species:S:1:pos:R:3 method="wB97M-V/def2-TZVPD" gap_ha="0.2616 / 0.2576" largest_force_ev_per_a=3.20 total_charge=+1 e_tot_ha=-6658.114579 e_homo_ev="-12.359 / -12.359" relative_energy_ev=3.571 spin_multiplicity=6 lumo_ev="-5.2 / -5.3"
Mn 4.057 1.380 1.521
As 0.485 0.186 0.388
F 2.121 0.799 0.772
F 0.058 1.814 -0.080
F -1.099 -0.419 -0.032
F 1.022 -1.394 0.936
F -0.051 0.572 2.014
F 0.992 -0.176 -1.239
C -0.996 4.421 4.011
C -0.264 4.045 2.751
C 0.073 5.244 1.797
O 1.452 4.998 1.549
C 1.885 3.859 2.063
O 2.867 3.263 1.713
O 1.000 3.467 2.989
H -1.985 4.828 3.791
H -0.488 5.184 4.601
H -1.164 3.513 4.590
H -0.826 3.235 2.276
H 0.037 6.151 2.393
H -0.664 5.135 1.007
C -2.488 0.709 4.373
C -3.436 1.533 3.551
C -3.492 1.264 2.036
O -4.855 1.033 1.748
C -5.617 1.245 2.832
O -6.791 1.290 2.869
O -4.783 1.316 3.936
H -2.696 0.874 5.435
H -1.434 0.989 4.329
H -2.595 -0.363 4.199
H -3.120 2.568 3.713
H -2.908 0.367 1.809
H -2.907 1.993 1.472
C 2.822 -3.647 4.615
C 2.074 -2.410 4.098
C 1.241 -1.580 5.062
O 1.471 -0.224 4.625
C 2.573 -0.195 3.925
O 2.897 0.730 3.177
O 3.088 -1.397 3.812
H 2.152 -4.491 4.760
H 3.255 -3.402 5.586
H 3.601 -3.861 3.888
H 1.588 -2.650 3.151
H 1.676 -1.608 6.062
H 0.223 -1.960 5.043
C 3.044 2.209 -5.028
C 4.061 2.721 -3.983
C 3.510 3.830 -3.097
O 3.698 3.340 -1.754
C 3.850 2.008 -1.798
O 3.911 1.248 -0.865
O 4.161 1.642 -3.035
H 2.419 2.987 -5.466
H 2.378 1.512 -4.522
H 3.507 1.686 -5.863
H 5.051 3.054 -4.286
H 2.463 4.030 -3.322
H 4.085 4.741 -3.243
C 2.535 -1.934 -3.603
C 1.141 -1.789 -4.172
C 1.091 -0.878 -5.418
O 0.565 -1.726 -6.419
C 0.261 -2.922 -5.961
O -0.399 -3.728 -6.529
O 0.732 -3.052 -4.659
H 2.890 -1.064 -3.047
H 3.164 -2.204 -4.453
H 2.660 -2.718 -2.853
H 0.323 -1.462 -3.526
H 2.127 -0.616 -5.641
H 0.458 -0.001 -5.298
C -2.230 -3.743 0.786
C -1.240 -4.650 0.064
C 0.057 -4.016 -0.550
O 1.094 -4.325 0.354
C 0.663 -5.044 1.353
O 1.326 -5.399 2.300
O -0.623 -5.343 1.161
H -2.979 -3.580 0.000
H -1.810 -2.811 1.162
H -2.786 -4.205 1.598
H -1.670 -5.283 -0.711
H 0.048 -2.926 -0.560
H 0.129 -4.385 -1.573
C -4.174 -0.188 -1.415
C -3.428 0.213 -2.672
C -2.120 -0.521 -3.088
O -2.367 -0.635 -4.463
C -3.639 -0.458 -4.826
O -4.084 -0.703 -5.902
O -4.320 -0.059 -3.748
H -4.548 -1.210 -1.524
H -5.047 0.422 -1.199
H -3.520 -0.292 -0.548
H -3.246 1.291 -2.627
H -1.884 -1.483 -2.631
H -1.341 0.194 -2.815


102
Properties=species:S:1:pos:R:3 method="wB97M-V/def2-TZVPD" gap_ha=0.0411 largest_force_ev_per_a=4.04 total_charge=+1 e_tot_ha=-8295.052323 e_homo_ev=-9.403 lumo_ev=-8.3
C 3.809 0.779 4.130
C 2.689 1.346 3.135
O 3.317 2.217 2.139
P 3.095 1.713 0.587
O 4.316 2.215 -0.227
C 1.572 2.396 -0.230
C 0.320 1.992 0.663
C -0.900 1.395 -0.171
C -1.587 0.345 0.736
C -1.027 -0.999 0.928
C -1.766 -1.889 1.818
C -1.171 -3.350 1.975
O -0.108 -3.563 2.564
O -1.884 -4.264 1.421
N -2.882 -1.678 2.544
N -3.327 -0.445 2.311
C -4.551 -0.149 3.089
C -4.501 0.461 4.431
C -5.787 0.688 5.108
N -7.024 0.367 4.653
C -7.034 -0.193 3.407
C -5.879 -0.505 2.555
C -2.845 0.526 1.515
C -3.560 1.914 1.351
C -2.792 3.103 2.110
O -2.194 3.964 1.125
C -3.756 4.021 2.950
F -4.154 3.464 4.130
F -4.815 4.361 2.124
F -3.106 5.210 3.195
O 3.041 0.046 0.382
C 4.193 -0.621 0.935
C 3.653 -1.860 1.768
H 4.827 1.063 3.753
H 3.630 1.159 5.164
H 3.697 -0.336 4.157
H 2.136 0.470 2.708
H 1.946 1.915 3.765
H 1.705 3.515 -0.255
H 1.463 1.994 -1.279
H 0.051 2.878 1.290
H 0.618 1.177 1.385
H -1.572 2.175 -0.600
H -0.441 0.850 -1.041
H -0.094 -1.354 0.439
H -3.532 0.755 4.933
H -5.734 1.163 6.124
H -8.041 -0.469 2.993
H -6.029 -0.993 1.565
H -3.440 2.166 0.256
H -4.661 1.907 1.528
H -1.912 2.712 2.699
H -2.877 4.232 0.478
H 4.886 -0.937 0.060
H 4.773 0.097 1.590
H 4.499 -2.451 2.227
H 3.028 -2.492 1.075
H 2.984 -1.525 2.603
Cl 4.070 4.659 -0.212
C -1.690 -7.090 0.463
C -1.649 -7.978 -0.763
O -0.544 -7.625 -1.611
C 0.656 -8.091 -1.287
O 0.913 -8.804 -0.330
C 1.685 -7.633 -2.320
F 1.558 -6.334 -2.629
F 1.565 -8.318 -3.473
F 2.944 -7.800 -1.901
H -1.707 -6.038 0.176
H -2.572 -7.307 1.065
H -0.804 -7.235 1.085
H -2.553 -7.835 -1.357
H -1.607 -9.038 -0.492
Ca 6.411 1.859 0.552
C 0.056 5.818 -6.160
O -0.977 5.540 -5.222
C -0.899 4.220 -4.705
C -0.335 4.216 -3.293
O 1.041 4.567 -3.286
C 1.257 5.900 -2.837
H 0.020 6.882 -6.396
H 1.042 5.584 -5.753
H -0.110 5.250 -7.080
H -0.310 3.573 -5.362
H -1.923 3.829 -4.676
H -0.405 3.197 -2.890
H -0.914 4.879 -2.640
H 1.042 5.968 -1.765
H 0.638 6.615 -3.384
H 2.305 6.149 -2.999
O 4.663 2.844 -6.519
S 3.603 3.510 -5.758
O 2.313 2.894 -6.080
O 3.560 4.936 -6.096
O 3.883 3.365 -4.321
Mg -2.300 -0.592 4.971
O 2.855 -10.830 -5.079
H 2.575 -10.020 -4.637
H 2.560 -10.714 -5.989
Br 6.832 2.401 3.862
Mg 6.350 -1.336 0.716
Cl -0.362 -10.714 -0.351


85
Properties=species:S:1:pos:R:3 method="wB97M-V/def2-TZVPD" gap_ha=0.2561 smiles="NC(N)(N)Cc1ccc2c(c1CCC(F)=C(F)F)C(=O)C=C(CCCBr)C2=O.CN(C)C=O.CN(C)C=O.CN(C)C=O" largest_force_ev_per_a=2.65 total_charge=0 e_tot_ha=-4670.258565 e_homo_ev=-7.511 lumo_ev=-0.5
N 2.044 -4.800 1.044
C 0.903 -3.951 1.506
N -0.330 -4.667 1.121
N 1.077 -3.765 2.971
C 1.098 -2.548 0.807
C -0.137 -1.590 0.838
C -1.177 -1.752 1.848
C -2.355 -0.889 1.860
C -2.449 0.129 0.841
C -1.385 0.317 -0.163
C -0.204 -0.525 -0.191
C 0.921 -0.320 -1.240
C 2.207 0.331 -0.554
C 1.968 0.895 0.881
F 2.230 0.130 2.039
C 1.534 2.209 1.151
F 0.254 2.621 1.138
F 2.487 3.130 1.507
C -1.662 1.463 -1.190
O -0.804 2.189 -1.632
C -3.170 1.629 -1.569
C -4.165 1.427 -0.667
C -5.654 1.565 -1.114
C -6.712 1.241 0.019
C -6.674 -0.249 0.496
Br -8.448 -0.925 1.077
C -3.713 1.047 0.785
O -4.257 1.449 1.784
H 1.677 -5.581 0.493
H 2.477 -5.244 1.859
H -0.906 -4.137 0.465
H -0.940 -4.835 1.928
H 0.227 -3.970 3.498
H 1.234 -2.761 3.120
H 1.298 -2.767 -0.281
H 2.044 -2.089 1.194
H -1.147 -2.549 2.624
H -3.188 -0.969 2.588
H 1.183 -1.328 -1.649
H 0.565 0.353 -2.054
H 2.622 1.189 -1.145
H 2.998 -0.476 -0.528
H -3.368 1.898 -2.634
H -5.824 0.782 -1.910
H -5.875 2.548 -1.609
H -6.557 1.991 0.831
H -7.737 1.434 -0.408
H -6.016 -0.299 1.405
H -6.208 -0.954 -0.243
C -13.361 0.056 0.153
N -12.379 0.343 -0.872
C -12.817 0.936 -2.122
C -11.061 0.076 -0.701
O -10.191 0.294 -1.521
H -14.100 -0.644 -0.244
H -13.860 0.984 0.443
H -12.888 -0.384 1.030
H -12.550 0.274 -2.949
H -12.311 1.892 -2.266
H -13.895 1.090 -2.111
H -10.834 -0.371 0.281
C 7.146 0.602 1.150
N 6.450 0.072 -0.006
C 6.866 0.495 -1.332
C 5.429 -0.801 0.112
O 4.803 -1.282 -0.820
H 7.050 1.690 1.159
H 8.202 0.333 1.087
H 6.728 0.199 2.072
H 6.024 0.971 -1.838
H 7.171 -0.380 -1.909
H 7.697 1.197 -1.260
H 5.195 -1.054 1.160
C 12.798 2.810 -1.247
N 11.506 2.208 -0.983
C 11.444 0.804 -0.616
C 10.355 2.912 -1.068
O 9.243 2.462 -0.859
H 13.278 2.283 -2.075
H 13.422 2.727 -0.354
H 12.689 3.862 -1.509
H 10.834 0.267 -1.345
H 10.977 0.709 0.366
H 12.444 0.375 -0.589
H 10.511 3.965 -1.353


83
Properties=species:S:1:pos:R:3 method="wB97M-V/def2-TZVPD" gap_ha="0.2290 / 0.1599" largest_force_ev_per_a=2.19 total_charge=+3 e_tot_ha=-4751.598839 e_homo_ev="-15.328 / -15.322" relative_energy_ev=0.227 spin_multiplicity=5 lumo_ev="-9.1 / -11.0"
Ru -0.229 0.345 -0.382
Br -0.706 -7.302 -0.215
C -1.077 -5.531 -0.238
C -2.408 -5.098 -0.504
C -2.694 -3.770 -0.506
C -1.671 -2.814 -0.237
C -0.334 -3.258 -0.020
C -0.042 -4.586 -0.003
N -1.881 -1.451 -0.198
C -3.059 -0.968 0.009
C -3.274 0.465 0.006
C -4.549 0.974 0.167
C -4.733 2.356 0.133
C -3.629 3.156 -0.058
C -2.370 2.564 -0.204
N -2.187 1.254 -0.171
H -3.174 -5.836 -0.705
H -3.701 -3.452 -0.738
H 0.433 -2.512 0.143
H 0.963 -4.938 0.188
H -3.925 -1.594 0.217
H -5.387 0.304 0.311
H -5.719 2.786 0.254
H -3.714 4.233 -0.093
H -1.489 3.173 -0.358
C 0.349 -0.453 3.947
C 0.391 0.548 2.838
N 0.922 1.734 3.084
O -0.052 0.253 1.703
H 0.437 0.008 4.927
H 1.183 -1.145 3.813
H -0.577 -1.020 3.890
H 1.263 1.976 4.001
H 1.007 2.419 2.349
C 2.859 -4.029 -2.781
C 2.599 -2.646 -3.335
C 3.821 -2.072 -4.022
C 1.372 -2.608 -4.224
O 2.229 -1.834 -2.112
P 2.507 -0.355 -1.756
O 1.933 0.546 -2.950
O 1.795 -0.043 -0.461
O 3.975 0.043 -1.801
C 5.079 -0.084 -0.750
C 4.961 -1.450 -0.107
C 4.862 1.050 0.228
C 6.347 0.076 -1.554
H 3.111 -4.708 -3.596
H 1.968 -4.412 -2.281
H 3.692 -4.018 -2.078
H 4.009 -2.650 -4.927
H 4.706 -2.141 -3.392
H 3.673 -1.032 -4.318
H 1.521 -3.265 -5.081
H 1.187 -1.601 -4.601
H 0.491 -2.950 -3.677
H 4.000 -1.569 0.400
H 5.747 -1.555 0.641
H 5.092 -2.245 -0.841
H 3.917 0.932 0.759
H 4.875 2.009 -0.289
H 5.672 1.048 0.958
H 6.443 -0.712 -2.300
H 7.204 0.013 -0.882
H 6.371 1.045 -2.051
N -0.276 0.527 -2.193
C 0.586 0.720 -3.153
N 0.308 1.098 -4.381
C -1.074 1.433 -4.768
C -1.103 2.785 -5.465
C -0.149 2.833 -6.681
C 0.744 1.594 -6.748
C 1.373 1.295 -5.399
H -1.678 1.434 -3.864
H -1.449 0.643 -5.421
H -0.836 3.556 -4.739
H -2.130 2.988 -5.768
H 0.481 3.721 -6.616
H -0.712 2.925 -7.608
H 1.547 1.743 -7.469
H 0.182 0.723 -7.093
H 2.009 2.123 -5.080
H 1.987 0.396 -5.443


77
Properties=species:S:1:pos:R:3 method="wB97M-V/def2-TZVPD" gap_ha="0.2611 / 0.2692" largest_force_ev_per_a=0.76 total_charge=0 e_tot_ha=-3484.830805 e_homo_ev="-6.641 / -6.872" relative_energy_ev=0.000 spin_multiplicity=5 lumo_ev="0.5 / 0.5"
Cr 0.305 -1.383 0.577
C -1.908 2.929 0.137
C -2.566 2.083 1.225
C -3.977 1.661 0.824
P -1.518 0.615 1.630
C -2.232 -0.018 3.228
C -1.169 -0.449 4.237
C -3.151 -1.201 2.911
C 0.049 1.447 2.055
C 0.165 2.298 3.160
C 1.344 2.942 3.480
C 1.449 3.856 4.670
C 2.450 2.698 2.659
C 2.359 1.882 1.552
C 1.145 1.273 1.203
N 0.994 0.432 0.088
C 1.448 0.771 -1.168
C 2.047 2.003 -1.504
C 2.458 2.267 -2.796
C 2.293 1.358 -3.840
C 2.742 1.671 -5.242
C 1.652 0.170 -3.530
C 1.227 -0.134 -2.239
P 0.177 -1.546 -1.838
C -1.387 -1.288 -2.758
C -1.969 0.078 -2.431
C -2.374 -2.399 -2.405
C 0.915 -3.097 -2.502
C 2.387 -3.162 -2.092
C 0.738 -3.359 -3.996
H -2.501 3.828 -0.044
H -0.901 3.238 0.414
H -1.845 2.382 -0.801
H -2.622 2.680 2.144
H -3.960 1.105 -0.117
H -4.454 1.033 1.576
H -4.611 2.538 0.681
H -2.848 0.786 3.649
H -0.383 -1.045 3.768
H -0.676 0.392 4.717
H -1.632 -1.057 5.017
H -2.603 -1.996 2.400
H -3.563 -1.621 3.830
H -3.984 -0.921 2.265
H -0.704 2.463 3.790
H 0.513 3.878 5.229
H 2.237 3.529 5.351
H 1.683 4.879 4.370
H 3.405 3.149 2.905
H 3.239 1.686 0.956
H 2.179 2.761 -0.748
H 2.924 3.224 -3.003
H 3.456 2.494 -5.250
H 3.227 0.812 -5.709
H 1.904 1.961 -5.880
H 1.461 -0.535 -4.331
H -1.142 -1.333 -3.825
H -2.108 0.176 -1.354
H -1.319 0.888 -2.765
H -2.943 0.190 -2.912
H -2.664 -2.322 -1.353
H -3.281 -2.313 -3.006
H -1.965 -3.399 -2.566
H 0.385 -3.885 -1.954
H 2.995 -2.507 -2.717
H 2.552 -2.849 -1.056
H 2.757 -4.183 -2.197
H 1.150 -2.557 -4.608
H 1.264 -4.275 -4.274
H -0.308 -3.488 -4.273
Cl -0.279 -3.705 1.125
C 1.172 -4.012 2.206
C 1.851 -2.728 2.697
O 2.719 -2.921 3.527
O 1.476 -1.616 2.191
H 1.859 -4.600 1.604
H 0.798 -4.600 3.038